No. 1
98
Properties=species:S:1:pos:R:3:forces:R:3:lowdin_charge:R:1 method="wB97M-V/def2-TZVPD" gap_ev=7.81 charge=+1 energy_ha=-3197.3170 fmax_ha_per_bohr=0.033
N -0.216395 1.348262 0.549895 -0.2 -0.3 0.4 0.31
C 1.042206 1.310143 0.272645 0.0 -0.2 0.0 -0.29
N 1.450241 0.554530 -0.840797 0.0 1.6 -0.6 0.07
C 2.345093 1.481895 -1.586477 0.1 -0.8 -0.9 -0.81
I 2.853477 0.671449 -3.495002 0.1 0.1 0.3 0.98
O 3.481268 1.681180 -0.806041 0.0 0.0 0.0 -0.07
C 3.171601 2.449444 0.315952 1.3 0.7 0.1 -0.35
O 3.052514 3.770458 -0.081810 -1.0 -0.5 0.3 0.16
B 2.218102 4.645391 0.651638 -0.1 0.5 -0.4 -0.80
O 2.347061 4.918548 1.966420 0.0 -0.7 0.3 0.24
O 1.282525 5.339812 -0.077112 -0.2 -0.1 -0.1 0.19
N 1.968315 1.993181 1.064513 0.1 -1.2 -0.1 0.17
H -0.546310 1.315320 1.510254 0.0 1.4 0.1 0.15
H -0.950323 1.405749 -0.162499 -0.2 -1.1 0.0 0.13
H 2.113525 -0.109090 -0.430363 -0.2 -0.4 -0.2 0.15
H 1.802080 2.398028 -1.794053 0.0 0.2 0.1 0.09
H 4.018410 2.357388 0.988131 0.1 -0.3 0.2 0.17
H 2.734415 4.197542 2.482024 0.3 0.4 0.0 0.11
H 0.463680 4.842160 -0.191989 0.1 0.4 -0.1 0.11
H 2.326998 1.312384 1.748753 -0.1 0.5 0.6 0.13
C 2.677108 7.341503 -2.526935 -0.3 0.1 -0.2 -0.02
C 3.246048 6.326737 -3.486623 -0.1 0.3 0.3 -0.33
C 4.737950 6.425066 -3.707550 0.1 -0.2 0.0 -0.09
O 4.881671 5.901721 -5.034244 0.0 0.1 0.0 0.06
C 3.714408 6.124778 -5.690585 -0.1 0.1 0.2 -0.56
O 3.560536 5.982568 -6.857016 0.0 -0.1 -0.2 0.16
O 2.750988 6.525508 -4.822937 0.2 -0.1 -0.1 0.09
H 1.599336 7.215806 -2.438396 0.0 -0.1 0.1 0.09
H 3.121840 7.221363 -1.539648 0.0 0.0 0.0 0.09
H 2.854382 8.359070 -2.876340 0.1 0.0 0.0 0.09
H 2.962420 5.316713 -3.173818 0.1 0.0 0.0 0.15
H 5.315875 5.833679 -3.001398 0.0 -0.1 -0.1 0.14
H 5.099266 7.455831 -3.695929 -0.1 0.0 0.0 0.14
C 4.531174 3.032929 -8.294085 -0.4 -0.2 0.2 -0.01
C 5.242092 1.837856 -7.709270 -0.1 0.4 -0.3 -0.32
C 6.047195 1.029943 -8.700749 0.2 0.0 0.0 -0.09
O 6.009747 -0.284294 -8.121742 -0.1 0.1 -0.1 0.07
C 4.877871 -0.373662 -7.388533 0.0 0.1 0.0 -0.57
O 4.442015 -1.378647 -6.929047 0.0 -0.1 0.1 0.15
O 4.303803 0.845441 -7.242160 0.2 0.0 0.1 0.06
H 3.953079 3.549645 -7.528766 0.1 0.1 0.0 0.07
H 5.245604 3.736557 -8.719593 0.0 0.0 0.0 0.10
H 3.831738 2.721678 -9.070505 0.1 -0.1 -0.1 0.10
H 5.857518 2.143041 -6.858360 0.0 -0.1 0.0 0.16
H 7.073323 1.373578 -8.800399 0.1 -0.2 0.1 0.14
H 5.582690 0.988546 -9.688219 -0.1 0.1 0.0 0.14
C -5.953943 1.319183 3.354816 -0.3 0.2 -0.4 -0.01
C -4.561102 1.121081 2.826266 -0.4 0.1 0.4 -0.31
C -3.545500 2.118903 3.331551 0.1 -0.1 0.1 -0.06
O -2.602649 2.165121 2.234577 0.1 -0.1 0.0 0.03
C -3.287601 1.843056 1.110957 -0.5 0.0 0.0 -0.57
O -2.846053 1.979627 0.004384 0.4 -0.1 -0.1 0.13
O -4.493069 1.359599 1.395591 0.2 0.0 0.0 0.13
H -6.630101 0.583258 2.929730 0.1 -0.1 0.1 0.08
H -5.969696 1.218150 4.439254 0.1 -0.1 0.0 0.10
H -6.333687 2.305567 3.082884 0.1 0.1 0.1 0.10
H -4.231706 0.095540 3.006799 0.0 0.0 -0.1 0.15
H -3.054097 1.805859 4.248293 0.2 0.0 -0.1 0.14
H -3.960626 3.118195 3.467165 -0.1 0.0 -0.1 0.14
C 3.267186 -3.060796 3.074903 -0.4 0.2 0.0 -0.02
C 4.084423 -1.801202 2.940281 -0.1 -0.5 0.1 -0.31
C 5.027232 -1.527146 4.089029 0.2 0.0 0.0 -0.07
O 5.111766 -0.089297 4.073160 -0.1 -0.1 0.0 0.10
C 3.974886 0.379043 3.549970 0.3 -0.2 0.2 -0.57
O 3.636805 1.524548 3.564012 -0.2 0.1 -0.4 0.15
O 3.245314 -0.617021 2.986456 0.1 0.2 -0.2 0.06
H 2.595764 -3.176237 2.224137 0.1 -0.1 -0.1 0.09
H 3.915090 -3.934472 3.124475 0.1 0.0 0.0 0.10
H 2.648499 -3.024899 3.972100 0.1 0.0 0.1 0.09
H 4.617524 -1.793834 1.986304 0.0 0.1 0.0 0.16
H 6.009680 -1.968731 3.950909 0.1 0.2 0.0 0.15
H 4.623559 -1.838614 5.053955 -0.1 0.0 0.0 0.15
C -2.440622 -4.534794 2.944637 0.0 0.2 0.3 -0.02
C -3.884526 -4.281689 2.593306 0.4 -0.2 0.0 -0.32
C -4.117432 -3.805469 1.179944 -0.1 -0.1 -0.2 -0.08
O -5.316424 -3.027777 1.321976 0.1 0.1 0.1 0.08
C -5.359578 -2.570318 2.591494 0.0 -0.2 -0.1 -0.56
O -6.120231 -1.744432 2.985780 0.0 0.1 0.1 0.15
O -4.422077 -3.179099 3.356341 -0.1 0.1 -0.1 0.08
H -2.349544 -4.851177 3.983225 0.0 -0.1 0.0 0.09
H -2.020984 -5.311365 2.306246 -0.1 0.0 0.0 0.10
H -1.851971 -3.621842 2.833901 0.0 0.0 -0.1 0.08
H -4.486476 -5.166003 2.811386 -0.1 0.0 -0.1 0.14
H -4.266861 -4.618065 0.473431 -0.2 0.0 0.0 0.14
H -3.320249 -3.151186 0.815832 0.0 0.0 0.1 0.14
C -8.930821 -8.205774 3.785184 -0.2 0.0 -0.3 -0.02
C -7.527590 -8.445136 3.288252 -0.4 0.1 0.2 -0.32
C -6.491426 -7.487680 3.830698 0.2 -0.1 0.1 -0.09
O -5.521473 -7.462297 2.770096 -0.1 0.1 0.2 0.03
C -6.178482 -7.747255 1.613769 -0.1 -0.1 -0.1 -0.57
O -5.708434 -7.611396 0.532934 0.1 0.1 -0.1 0.17
O -7.425895 -8.193707 1.872308 0.2 0.0 0.1 0.09
H -9.621712 -8.915175 3.332127 0.0 -0.1 0.1 0.09
H -8.980144 -8.315794 4.868172 0.0 0.0 0.0 0.09
H -9.270619 -7.206237 3.512201 0.1 0.0 0.1 0.09
H -7.233784 -9.482900 3.465670 0.1 0.0 0.0 0.16
H -6.035436 -7.827759 4.757039 0.2 0.0 -0.1 0.14
H -6.883274 -6.476879 3.970860 -0.1 0.0 0.0 0.14

---

No. 2
122
Properties=species:S:1:pos:R:3:forces:R:3:lowdin_charge:R:1 method="wB97M-V/def2-TZVPD" gap_ev=9.34 energy_ha=-2123.2027 de_lowest_kcal_mol=0.0 smiles=COC[C@H](C)N.COC[C@H](C)N.COC[C@H](C)N.COC[C@H](C)N.CC(C)O.CC(C)O.CO.CO.CO.CO.CO fmax_ha_per_bohr=0.032
C -2.972763 -0.477934 -2.428642 0.5 0.2 -1.3 -0.10
O -4.084562 0.397101 -2.496875 -0.3 -0.7 0.3 -0.23
C -5.286289 -0.222065 -2.029347 0.3 0.5 1.3 -0.17
C -6.347010 0.863863 -1.807318 0.4 0.5 -0.6 -0.43
C -5.862725 2.086654 -1.041657 0.4 0.0 0.5 -0.05
N -7.564107 0.339387 -1.202249 -0.8 0.0 0.1 0.03
H -3.167765 -1.395939 -2.988766 -0.2 -0.2 0.3 0.08
H -2.541948 -0.702983 -1.449874 -0.6 0.1 0.3 0.08
H -2.168565 -0.001128 -2.993456 0.0 0.1 0.1 0.08
H -5.678978 -0.989770 -2.698535 0.2 0.0 -0.2 0.13
H -5.026843 -0.685290 -1.071361 -0.3 -0.2 0.1 0.10
H -6.573137 1.181121 -2.831273 -0.4 0.1 0.1 0.14
H -5.795074 1.822424 0.017895 0.1 0.0 0.0 0.06
H -6.582514 2.905520 -1.099523 -0.1 -0.1 -0.2 0.08
H -4.885152 2.458410 -1.351526 -0.1 -0.1 -0.1 0.05
H -7.520055 0.319758 -0.184486 0.7 -0.4 0.0 0.07
H -8.284395 1.052930 -1.301796 -0.1 -0.2 -0.5 0.07
C 2.704597 -5.193118 1.895612 -0.4 0.6 -0.5 -0.10
O 2.792114 -4.559460 3.151266 0.1 -0.3 0.1 -0.17
C 1.861764 -3.502653 3.352350 0.6 0.1 0.6 -0.18
C 2.025279 -2.309919 2.386233 -0.6 -0.5 -0.8 -0.41
C 3.352718 -1.574636 2.424783 0.3 -0.8 1.4 -0.04
N 0.869137 -1.397430 2.484243 0.5 -0.2 0.4 0.06
H 1.688641 -5.529042 1.651239 -0.1 0.1 0.2 0.08
H 3.342295 -6.070700 1.828754 0.2 0.1 0.4 0.09
H 2.989119 -4.475178 1.120493 0.1 -0.3 -0.2 0.06
H 0.834570 -3.880680 3.348651 -0.1 0.0 -0.6 0.11
H 2.008254 -3.232593 4.401926 0.2 0.4 -0.1 0.12
H 1.978285 -2.774929 1.394819 -0.2 0.2 -0.1 0.10
H 3.336887 -0.606189 1.932360 0.0 -0.1 -0.3 0.06
H 4.139434 -2.239294 2.063137 0.0 0.2 -0.4 0.08
H 3.641275 -1.439370 3.475961 -0.1 0.4 0.0 0.08
H 0.055521 -2.007841 2.450628 -0.2 0.2 -0.1 0.06
H 0.871934 -0.995437 3.442948 -0.2 -0.3 -0.6 0.03
C 0.925085 2.377480 8.150377 0.6 0.2 0.0 -0.11
O 0.591316 1.755724 6.931331 0.1 0.0 0.3 -0.20
C 1.606152 1.906353 5.965080 -0.3 0.0 -0.8 -0.22
C 1.218799 1.050543 4.753161 -0.2 -1.0 0.6 -0.39
C 0.068343 1.663841 3.967912 0.3 0.7 -0.1 -0.05
N 0.841421 -0.339902 5.187811 0.0 1.1 0.3 0.03
H 0.111506 2.281147 8.864798 -0.1 0.0 -0.2 0.09
H 1.174356 3.434214 7.994258 -0.2 0.1 0.0 0.09
H 1.827568 1.921001 8.578013 -0.1 -0.1 0.1 0.09
H 1.655844 2.957741 5.655365 0.2 0.0 0.1 0.13
H 2.598862 1.589891 6.308966 -0.1 0.0 0.4 0.13
H 2.120246 0.855227 4.167401 -0.1 0.7 -0.4 0.13
H 0.325965 2.672701 3.630347 0.4 -0.2 -0.3 0.09
H -0.802214 1.884029 4.589691 -0.1 -0.7 0.2 0.08
H -0.181264 1.068953 3.092438 -0.2 0.0 0.1 0.05
H 1.624475 -0.714001 5.719029 -0.1 -0.1 0.0 0.08
H 0.097094 -0.187509 5.863600 -0.1 -0.4 0.0 0.08
C -2.621122 3.069382 -2.897965 0.1 -0.1 -0.3 -0.09
O -1.808786 3.538712 -3.963295 0.1 -0.1 -0.2 -0.18
C -0.747763 2.660894 -4.238578 0.7 -0.3 0.3 -0.23
C 0.302043 3.312783 -5.138961 -0.5 0.5 -0.7 -0.45
C 1.488445 2.387399 -5.352466 -0.1 0.1 0.2 -0.07
N 0.717581 4.626435 -4.636812 0.0 -0.5 0.3 0.05
H -2.943237 2.032365 -3.032886 0.0 0.3 -0.2 0.06
H -3.500135 3.708533 -2.883388 0.0 0.0 0.2 0.09
H -2.071474 3.124308 -1.953827 0.0 0.1 0.2 0.09
H -0.212623 2.389055 -3.313480 -0.1 0.1 0.2 0.12
H -1.107466 1.712918 -4.658339 -0.1 0.0 -0.2 0.13
H -0.162945 3.467821 -6.119781 0.0 0.1 0.0 0.14
H 2.015948 2.248275 -4.403492 -0.1 -0.4 0.0 0.07
H 2.245261 2.763222 -6.040003 -0.3 0.3 -0.1 0.08
H 1.091803 1.458788 -5.765382 0.3 -0.2 0.2 0.07
H 1.131964 4.444782 -3.721715 0.1 0.3 0.0 0.07
H -0.130148 5.149948 -4.435926 0.1 0.1 0.0 0.07
C -3.504668 -0.886189 1.620483 -0.4 -1.2 0.9 -0.05
C -3.394353 0.542504 2.074613 0.6 0.4 -0.7 -0.48
C -2.674863 1.367318 0.989386 -0.9 -1.0 0.3 -0.03
O -4.695016 1.083876 2.245594 -0.7 -0.3 0.2 -0.06
H -4.105826 -1.008244 0.720824 0.3 0.2 -0.2 0.06
H -3.984230 -1.532829 2.365634 -0.3 0.4 0.1 0.09
H -2.538305 -1.390244 1.545637 0.2 0.4 -0.5 0.07
H -2.867345 0.577519 3.035167 0.1 0.1 -0.1 0.13
H -2.706861 2.410003 1.304868 0.7 0.1 -0.3 0.09
H -3.282791 1.235539 0.089560 0.0 0.3 0.0 0.06
H -1.714081 0.916872 0.740295 0.4 0.6 0.3 0.07
H -4.659757 2.044045 2.230857 0.2 0.0 0.0 0.08
C 4.812296 2.937113 0.696260 0.5 -0.1 0.4 -0.06
C 4.019138 2.644896 -0.545601 -1.1 0.2 -1.0 -0.50
C 4.214849 1.260246 -1.166126 0.3 0.3 1.1 -0.06
O 2.629674 2.857619 -0.277661 0.1 0.1 -0.1 -0.07
H 4.666658 3.976046 0.990736 -0.2 0.0 0.0 0.08
H 5.890576 2.814114 0.562395 0.0 -0.2 -0.1 0.08
H 4.479194 2.288503 1.510753 0.1 0.0 0.0 0.08
H 4.295120 3.391069 -1.298878 -0.1 0.0 0.0 0.13
H 4.038415 0.545715 -0.353941 0.3 -0.2 -0.1 0.06
H 5.243967 1.213374 -1.524574 -0.1 -0.5 -0.1 0.08
H 3.493019 1.006853 -1.939391 0.1 0.4 -0.2 0.06
H 2.242778 2.036706 0.077506 0.0 0.1 0.1 0.04
C -1.016013 -3.459389 -3.396057 0.0 -1.0 0.1 -0.17
O -0.113766 -2.489324 -2.909228 0.0 -0.5 0.0 -0.14
H -0.997959 -3.544964 -4.486867 -0.3 0.4 -0.1 0.08
H -0.788291 -4.479850 -3.054154 0.3 0.1 0.2 0.08
H -2.020728 -3.296760 -3.011453 0.0 0.5 -0.2 0.06
H 0.751845 -2.741093 -3.281214 -0.3 0.6 0.2 0.04
C -0.839997 -3.852052 0.285286 0.5 -0.1 -0.8 -0.15
O -1.183675 -3.642855 1.644174 -0.3 -0.4 -0.2 -0.13
H -0.797801 -2.889417 -0.222662 0.2 0.1 0.2 0.06
H 0.129140 -4.355010 0.191166 0.1 0.2 0.1 0.07
H -1.519097 -4.465906 -0.316931 -0.4 0.0 0.5 0.08
H -1.403831 -4.505996 2.009332 0.0 0.1 0.2 0.09
C 0.703663 0.067057 -0.768716 0.3 -0.4 0.4 -0.14
O 1.181284 0.563503 0.471779 -0.2 0.0 0.0 -0.18
H 1.537468 -0.398597 -1.307298 -0.1 0.3 -0.4 0.06
H -0.014874 -0.743970 -0.615700 -0.2 0.2 0.0 0.06
H 0.245893 0.890934 -1.315316 0.1 -0.1 -0.2 0.08
H 1.038814 -0.139716 1.146372 0.1 0.0 0.3 0.02
C 3.891480 -2.629892 -1.198206 0.1 -0.3 0.4 -0.16
O 3.956437 -3.446146 -2.351105 -0.5 0.0 -0.1 -0.12
H 4.329701 -1.643892 -1.373572 0.1 0.0 0.1 0.07
H 2.891178 -2.491827 -0.768925 -0.2 0.0 -0.4 0.07
H 4.437069 -3.167998 -0.420145 0.3 0.3 -0.1 0.07
H 3.284505 -3.141479 -2.979456 0.2 0.1 0.1 0.03
C 2.479730 -0.917196 -4.692276 0.4 -0.3 1.1 -0.08
O 2.177742 -2.287193 -4.316395 0.4 0.1 -1.3 -0.16
H 1.803399 -0.316688 -4.090441 0.0 0.3 -0.3 0.07
H 3.513400 -0.719784 -4.397254 -0.1 0.2 0.0 0.09
H 2.408761 -0.741656 -5.763147 -0.4 0.0 0.0 0.09
H 2.396151 -2.781874 -5.115888 -0.1 -0.4 0.3 0.11